No. 1
The following is a quantum chemistry calculation of 5 unconnected molecules or ions with the total composition C28H29F4O6PS, from the Open Molecules 2025 dataset.

Bonds (Å) are listed after each position.
Geometry (Å):
1 S 4.11046 -0.61598 -0.87612  O10 1.585, O11 1.427, O12 1.431, C33 1.786
2 P 1.51556 2.20824 1.70308  O7 1.467, O8 1.595, O9 1.603, C40 1.820
3 F 10.57326 -4.35803 3.19597  C13 1.351
4 F -0.23134 0.79817 -2.67464  C19 1.354
5 F -7.66435 1.07608 2.84262  C20 1.352
6 F -1.65677 0.96507 -0.15396  C35 1.346
7 O 0.23582 1.55453 1.99856  P2 1.467
8 O 2.63545 2.00371 2.81959  P2 1.595, H54 0.967
9 O 1.49504 3.81104 1.66374  P2 1.603, H62 0.968
10 O 2.87247 -0.62644 0.11315  S1 1.585, C38 1.441
11 O 5.13603 -1.34868 -0.20634  S1 1.427
12 O 3.67015 -1.00277 -2.18124  S1 1.431
13 C 9.51874 -3.58677 2.85194  F3 1.351, C21 1.380, C30 1.380
14 C -9.59891 -1.47373 1.17791  C15 1.388, C34 1.388, H69 1.082
15 C -9.17154 -0.59324 2.16187  C14 1.388, C20 1.380, H51 1.081
16 C 7.37463 -2.01845 2.15221  C24 1.388, C27 1.388, H56 1.081
17 C -1.79049 -0.81974 -3.34542  C19 1.379, C29 1.388, H49 1.082
18 C -3.47608 2.34702 -0.68257  C28 1.389, C35 1.381, H57 1.082
19 C -0.64371 -0.09757 -3.60296  F4 1.354, C17 1.379, C36 1.379
20 C -8.08586 0.21403 1.89033  F5 1.352, C15 1.380, C37 1.380
21 C 9.12052 -2.58560 3.71427  C13 1.380, C24 1.388, H53 1.081
22 C 3.74659 2.01193 0.03790  C33 1.534, C40 1.547, H66 1.088, H67 1.090
23 C -5.06410 2.88432 1.04681  C28 1.388, C32 1.390, H44 1.082
24 C 8.03635 -1.79751 3.35232  C16 1.388, C21 1.388, H47 1.082
25 C -0.33782 -1.17947 -5.69283  C36 1.388, C39 1.388, H61 1.082
26 C -3.17501 1.47788 1.55973  C32 1.387, C35 1.381, H43 1.081
27 C 7.79802 -3.03401 1.30637  C16 1.388, C30 1.388, H46 1.082
28 C -4.63328 2.99398 -0.26785  C18 1.389, C23 1.388, H68 1.082
29 C -2.21213 -1.73907 -4.29552  C17 1.388, C39 1.388, H55 1.082
30 C 8.88096 -3.83019 1.65219  C13 1.380, C27 1.388, H50 1.081
31 C -7.85395 -0.70831 -0.28572  C34 1.388, C37 1.388, H42 1.082
32 C -4.33277 2.13035 1.95654  C23 1.390, C26 1.387, H65 1.082
33 C 4.54067 1.11709 -0.92259  S1 1.786, C22 1.534, H45 1.090, H59 1.088
34 C -8.94377 -1.53378 -0.04453  C14 1.388, C31 1.388, H48 1.082
35 C -2.77638 1.59880 0.24324  F6 1.346, C18 1.381, C26 1.381
36 C 0.09790 -0.25419 -4.75472  C19 1.379, C25 1.388, H41 1.081
37 C -7.41293 0.17867 0.68617  C20 1.380, C31 1.388, H58 1.081
38 C 1.83738 0.29844 -0.27327  O10 1.441, C40 1.531, H63 1.088, H64 1.088
39 C -1.48992 -1.92007 -5.46725  C25 1.388, C29 1.388, H60 1.082
40 C 2.22613 1.73282 0.09633  P2 1.820, C22 1.547, C38 1.531, H52 1.095
41 H 0.99541 0.33017 -4.90412  C36 1.081
42 H -7.33915 -0.75309 -1.23661  C31 1.082
43 H -2.57625 0.89542 2.24572  C26 1.081
44 H -5.97217 3.38004 1.36377  C23 1.082
45 H 5.59043 1.11894 -0.62768  C33 1.090
46 H 7.27724 -3.20468 0.37351  C27 1.082
47 H 7.70977 -1.00619 4.01463  C24 1.082
48 H -9.28167 -2.22263 -0.80692  C34 1.082
49 H -2.32791 -0.66219 -2.41984  C17 1.082
50 H 9.23104 -4.62679 1.00996  C30 1.081
51 H -9.66377 -0.52893 3.12254  C15 1.081
52 H 1.72361 2.38705 -0.62317  C40 1.095
53 H 9.65146 -2.43505 4.64429  C21 1.081
54 H 2.38058 1.27652 3.40393  O8 0.967
55 H -3.10841 -2.31771 -4.11541  C29 1.082
56 H 6.52823 -1.40916 1.86758  C16 1.081
57 H -3.11856 2.41191 -1.70187  C18 1.082
58 H -6.56768 0.83441 0.52841  C37 1.081
59 H 4.48106 1.43685 -1.96068  C33 1.088
60 H -1.82182 -2.64082 -6.20215  C39 1.082
61 H 0.23079 -1.32391 -6.60172  C25 1.082
62 H 0.76891 4.10915 1.09701  O9 0.968
63 H 1.63911 0.19707 -1.33867  C38 1.088
64 H 0.93615 -0.00518 0.25443  C38 1.088
65 H -4.67101 2.04396 2.98058  C32 1.082
66 H 4.19271 1.92820 1.02634  C22 1.088
67 H 3.89264 3.04438 -0.28004  C22 1.090
68 H -5.20255 3.57836 -0.97902  C28 1.082
69 H -10.44921 -2.11467 1.36987  C14 1.082

Calculated values
* gap between HOMO and LUMO: 9.2 eV
* SMILES string: O=P(O)(O)[C@H]1CCS(=O)(=O)OC1.Fc1ccccc1.Fc1ccccc1.Fc1ccccc1.Fc1ccccc1
* HOMO: -8.99 eV

No. 2
The following is a quantum chemistry calculation of 4 unconnected molecules or ions with the total composition C28H29F5N5O9 at a distorted geometry, from the Open Molecules 2025 dataset.

Bonds (Å) are listed after each position.
Geometry (Å):
1 F 0.52565 -2.33601 -2.86483  C36 1.345
2 F 0.45651 -0.21765 -3.39293  C36 1.350
3 F 1.37015 0.29571 -0.72451  C42 1.354
4 F 2.70023 -0.71825 -2.10588  C42 1.325
5 F 1.67644 -1.84794 -0.54104  C42 1.328
6 O -0.60476 0.19804 3.56718  N19 1.223
7 O -3.59116 -4.25457 -9.83602  N16 1.212
8 O -0.89455 2.57351 1.02198  C41 1.431, H56 0.963
9 O 5.88575 2.61360 4.61101  N18 1.213
10 O -4.84245 -2.65293 -9.12222  N16 1.214
11 O 6.11386 0.88418 5.87048  N18 1.216
12 O -1.89047 1.73821 4.32900  N19 1.215
13 O -6.08347 -1.37939 1.09001  C43 1.151
14 O -3.36014 -1.14469 -1.85364  C22 1.415, C23 1.426
15 N -4.77173 -0.04620 -0.38149  C23 1.443, C43 1.229
16 N -3.83357 -3.32690 -9.09432  O7 1.212, O10 1.214, C20 1.473
17 N -1.41923 0.46450 -1.58655  C21 1.483, C47 1.502, H55 1.026, H67 1.024
18 N 5.96809 1.41592 4.78693  O9 1.213, O11 1.216, C45 1.472
19 N -0.85482 1.10273 4.35188  O6 1.223, O12 1.215, C39 1.463
20 C -2.82448 -2.99259 -8.07395  N16 1.473, C37 1.382, C38 1.384
21 C -0.93321 -0.93659 -1.58555  N17 1.483, C22 1.552, C36 1.535, H53 1.088
22 C -2.12358 -1.78348 -2.10805  O14 1.415, C21 1.552, H52 1.096, H58 1.090
23 C -3.42009 -0.51198 -0.57755  O14 1.426, N15 1.443, C47 1.551, H66 1.102
24 C 5.69627 0.29723 1.24060  C25 1.386, C40 1.389, H73 1.082
25 C 5.75261 1.12097 2.35375  C24 1.386, C45 1.383, H62 1.080
26 C -0.12230 2.45646 6.26277  C31 1.385, C39 1.385, H54 1.080
27 C 2.03545 2.07991 7.25188  C31 1.389, C44 1.389, H57 1.082
28 C 1.35221 0.75513 5.36734  C39 1.385, C44 1.384, H71 1.080
29 C -2.82826 4.00134 1.36058  C41 1.528, H68 1.089, H74 1.090, H75 1.090
30 C -0.95898 -2.39339 -6.14696  C34 1.388, C46 1.387, H65 1.083
31 C 0.82941 2.76876 7.21859  C26 1.385, C27 1.389, H70 1.081
32 C 5.89146 -1.64303 2.65460  C33 1.386, C40 1.389, H69 1.081
33 C 5.95156 -0.82694 3.77326  C32 1.386, C45 1.383, H63 1.080
34 C -0.71179 -3.41936 -7.04902  C30 1.388, C38 1.386, H49 1.081
35 C -2.84539 2.05339 -0.28423  C41 1.529, C47 1.528, H60 1.097, H72 1.086
36 C 0.37676 -1.09472 -2.36962  F1 1.345, F2 1.350, C21 1.535, C42 1.555
37 C -3.08439 -1.96343 -7.18907  C20 1.382, C46 1.385, H51 1.080
38 C -1.65108 -3.72381 -8.02232  C20 1.384, C34 1.386, H59 1.080
39 C 0.15358 1.44944 5.35281  N19 1.463, C26 1.385, C28 1.385
40 C 5.76799 -1.08211 1.39003  C24 1.389, C32 1.389, H64 1.082
41 C -2.32526 2.59268 1.04873  O8 1.431, C29 1.528, C35 1.529, H61 1.096
42 C 1.57876 -0.85160 -1.41345  F3 1.354, F4 1.325, F5 1.328, C36 1.555
43 C -5.45619 -0.72239 0.38375  O13 1.151, N15 1.229
44 C 2.29674 1.07759 6.32591  C27 1.389, C28 1.384, H76 1.082
45 C 5.88454 0.54442 3.60414  N18 1.472, C25 1.383, C33 1.383
46 C -2.13887 -1.66836 -6.22034  C30 1.387, C37 1.385, H50 1.083
47 C -2.36140 0.61139 -0.42654  N17 1.502, C23 1.551, C35 1.528, H48 1.090
48 H -1.75048 0.38311 0.44660  C47 1.090
49 H 0.20916 -3.98300 -6.99427  C34 1.081
50 H -2.32604 -0.86646 -5.51633  C46 1.083
51 H -4.00531 -1.40258 -7.24855  C37 1.080
52 H -2.09287 -2.74641 -1.58600  C22 1.096
53 H -0.72946 -1.27171 -0.57025  C21 1.088
54 H -1.06090 2.98965 6.23323  C26 1.080
55 H -0.66009 1.14836 -1.49287  N17 1.026
56 H -0.56528 2.06286 1.76932  O8 0.963
57 H 2.77522 2.32378 8.00248  C27 1.082
58 H -2.03579 -2.00696 -3.17149  C22 1.090
59 H -1.46812 -4.52142 -8.72704  C38 1.080
60 H -2.39587 2.67393 -1.06969  C35 1.097
61 H -2.64267 1.90352 1.83965  C41 1.096
62 H 5.69946 2.19400 2.24363  C25 1.080
63 H 6.05299 -1.25760 4.75853  C33 1.080
64 H 5.73141 -1.72212 0.51792  C40 1.082
65 H -0.22939 -2.15495 -5.38344  C30 1.083
66 H -3.19425 -1.29448 0.16455  C23 1.102
67 H -1.89798 0.67299 -2.46777  N17 1.024
68 H -3.79102 4.20904 0.89592  C29 1.089
69 H 5.94686 -2.71672 2.76950  C32 1.081
70 H 0.62978 3.54865 7.93985  C31 1.081
71 H 1.55089 -0.02499 4.64743  C28 1.080
72 H -3.92280 2.18170 -0.32791  C35 1.086
73 H 5.60193 0.73265 0.25503  C24 1.082
74 H -2.08427 4.72538 1.02906  C29 1.090
75 H -2.91654 4.11626 2.44071  C29 1.090
76 H 3.23902 0.54672 6.35511  C44 1.082

Calculated values
* gap between HOMO and LUMO: 9.0 eV
* total charge: +1
* HOMO: -12.09 eV

Energy across the listed records, respectively: -72787.670, -68957.141 eV.